165
Properties=species:S:1:pos:R:3:forces:R:3:mulliken_charge:R:1 method="wB97M-V/def2-TZVPD" energy_ha=-4801.35084 gap_ev=6.020 total_charge=+1 homo_ev=-9.75
Sc -0.0409 -0.0633 0.4660 -0.3 0.9 1.0 -1.987
C 2.8087 -6.9486 1.2286 0.0 0.0 0.0 -1.474
C 3.1141 -5.8972 2.3090 0.0 0.0 0.0 2.174
C 4.5632 -5.4161 2.1461 0.0 0.0 0.0 -1.598
C 2.9932 -6.5710 3.6801 0.0 0.0 0.0 -2.215
C 2.1456 -4.7219 2.1625 -0.1 -0.1 0.0 -0.637
C 2.2686 -3.8238 1.1104 0.2 0.2 -0.1 -0.555
C 1.3863 -2.7530 1.0018 -0.1 0.0 0.0 -0.759
N 1.4152 -1.7042 0.0611 -0.1 0.0 -0.2 1.228
C 1.6433 -1.7091 -1.2188 -0.2 -0.1 0.2 -0.114
C 1.8338 -3.0042 -1.8960 0.0 0.1 0.1 -0.344
C 2.0737 -3.3726 -3.1631 0.0 0.2 0.0 0.355
C 1.2021 -1.1089 -4.0431 0.1 -0.2 0.2 -2.601
C 1.4443 0.0065 -3.0708 -0.1 0.0 -0.3 0.795
C 1.4798 -0.3084 -1.7662 0.3 -0.1 -0.1 0.500
O 1.2368 0.5661 -0.7909 0.7 0.5 -1.1 -0.096
C 1.2746 1.4531 -3.5790 0.0 0.0 0.1 1.602
C -0.0436 2.0497 -3.0712 0.0 0.0 0.0 -1.463
C 2.4506 2.3039 -3.0789 0.0 -0.1 0.0 -1.048
C 1.2060 1.5818 -5.1069 0.0 0.0 0.0 -2.430
C 2.1006 -4.9032 -3.4389 0.0 -0.1 0.0 1.992
C 2.9823 -5.3886 -4.6065 0.0 0.2 0.1 -1.921
C 0.6659 -5.3932 -3.7145 0.1 0.1 0.0 -1.436
C 2.6044 -5.6561 -2.1911 0.0 0.0 -0.1 -2.081
C 0.3860 -2.5232 1.9692 0.1 -0.3 -0.1 -0.037
O -0.3530 -1.4191 1.8069 -0.1 -0.7 0.4 1.248
C 0.2157 -3.4446 3.0107 -0.1 0.1 0.2 -0.392
C 1.0971 -4.5210 3.0609 0.1 -0.1 0.1 -0.151
C -0.8773 -3.2546 4.0704 0.0 0.1 -0.1 2.559
C -0.8674 -4.3738 5.1115 0.0 0.0 0.0 -2.652
C -2.2576 -3.2577 3.3873 0.1 0.0 0.0 -1.217
C -0.6546 -1.9244 4.8139 0.0 -0.1 0.0 -0.984
H 3.3493 -7.8776 1.4360 0.0 0.1 0.0 0.504
H 3.1161 -6.5935 0.2427 -0.1 0.0 0.1 0.210
H 1.7391 -7.1744 1.1996 0.1 0.0 0.0 0.262
H 5.2495 -6.2564 2.2809 0.0 0.1 0.0 0.434
H 4.8037 -4.6534 2.8920 0.0 0.0 0.0 0.359
H 4.7489 -4.9959 1.1539 0.0 0.0 0.1 0.300
H 3.7751 -7.3272 3.7772 0.0 0.0 0.0 0.457
H 2.0320 -7.0776 3.8019 0.1 0.0 0.0 0.374
H 3.1174 -5.8510 4.4939 0.0 -0.1 0.0 0.439
H 3.0909 -3.9002 0.4061 -0.1 -0.1 0.0 0.373
H 1.6705 -3.8012 -1.1865 0.1 0.0 0.0 -0.070
H 1.1441 -0.6660 -5.0289 0.0 0.0 -0.1 1.929
H -0.1340 1.9889 -1.9927 0.0 0.0 0.1 -0.183
H -0.8782 1.5186 -3.5286 -0.1 0.0 0.0 -0.222
H -0.1083 3.1026 -3.3620 0.0 -0.1 0.0 0.847
H 2.4767 2.2799 -1.9927 0.1 0.0 0.1 -0.418
H 2.3348 3.3396 -3.4180 0.0 -0.1 0.0 0.586
H 3.4052 1.9218 -3.4541 -0.1 0.1 0.0 0.192
H 0.3320 1.0736 -5.5283 0.1 0.1 0.0 0.331
H 2.0991 1.2249 -5.6188 -0.1 0.0 0.0 0.428
H 1.1035 2.6405 -5.3494 0.0 0.0 0.0 0.479
H 2.5928 -5.1035 -5.5777 0.0 0.1 -0.1 0.478
H 2.9957 -6.4789 -4.5821 0.0 0.0 0.0 0.476
H 4.0138 -5.0488 -4.5187 -0.1 -0.1 0.0 0.286
H 0.2580 -4.9621 -4.6274 0.0 0.1 -0.1 0.368
H 0.0023 -5.1470 -2.8806 0.0 0.0 0.0 -0.043
H 0.6763 -6.4806 -3.8261 0.0 0.1 0.0 0.583
H 3.5466 -5.2359 -1.8261 -0.1 -0.1 0.0 0.343
H 2.7757 -6.7034 -2.4455 0.0 0.0 0.0 0.583
H 1.8779 -5.6432 -1.3782 0.1 0.0 0.0 0.423
H 0.9780 -5.2266 3.8720 0.0 0.1 -0.1 0.614
H -1.0676 -5.3498 4.6600 0.0 0.0 0.0 0.412
H -1.6532 -4.1785 5.8444 0.0 0.0 0.0 0.466
H 0.0840 -4.4205 5.6479 -0.1 0.0 0.0 0.461
H -2.4342 -4.2210 2.9002 0.0 0.0 0.0 0.368
H -2.3308 -2.4745 2.6312 0.0 0.0 0.0 -0.199
H -3.0473 -3.0990 4.1296 0.1 0.0 0.0 0.494
H 0.2783 -1.9627 5.3846 -0.1 0.0 0.0 0.438
H -1.4776 -1.7454 5.5152 0.1 0.0 0.0 0.480
H -0.5957 -1.0882 4.1215 0.0 0.0 0.0 -0.451
C 3.5322 3.9236 0.8251 -0.1 -0.2 -0.1 -0.965
C 2.2078 4.4128 0.2305 0.0 -0.3 0.1 -0.843
S 0.6914 3.5286 0.6956 0.1 0.1 0.2 0.354
C 0.7408 3.7896 2.4868 0.1 -0.1 -0.2 -1.132
C 1.5168 2.7485 3.3164 -0.2 0.0 -0.1 -1.465
S 1.3541 1.0169 2.7786 0.3 -0.2 0.0 0.854
C 3.0820 0.4444 2.5759 -0.1 0.2 0.1 -0.334
C 4.1484 1.4469 2.1521 -0.1 0.0 -0.2 -1.218
S 3.9353 2.1751 0.5067 -0.1 0.0 -0.1 0.079
H 3.5653 4.0927 1.9005 0.0 0.1 0.0 0.338
H 4.3355 4.5099 0.3792 0.0 0.1 0.1 0.572
H 2.2289 4.3635 -0.8576 0.1 0.0 0.0 0.276
H 2.0619 5.4562 0.5146 0.0 0.1 -0.1 0.677
H -0.2980 3.8416 2.8042 0.0 0.0 0.0 0.592
H 1.1815 4.7742 2.6492 -0.1 0.0 0.1 0.730
H 1.1651 2.7666 4.3468 0.0 0.1 0.0 0.549
H 2.5763 2.9778 3.3248 -0.1 0.0 0.0 0.548
H 2.9976 -0.3539 1.8399 0.1 -0.1 0.0 -0.333
H 3.3738 0.0061 3.5296 0.0 -0.1 0.0 0.698
H 5.0926 0.9030 2.1138 0.0 0.0 0.1 0.533
H 4.2834 2.2479 2.8763 0.1 0.0 0.0 0.675
C 4.1687 -0.6244 -4.9469 -0.1 0.1 0.1 -1.242
C 3.7333 -1.6617 -3.9145 0.1 -0.1 -0.3 0.368
C 4.8253 -2.7267 -3.7937 -0.1 0.1 -0.1 -1.688
C 2.2995 -2.2462 -4.1989 -0.2 -0.1 0.0 2.698
C 2.2094 -2.6704 -5.6490 0.0 -0.2 0.2 -1.952
C 1.1161 -2.7256 -6.4201 0.1 -0.1 -0.1 -1.446
C -0.2957 -2.5887 -6.0733 0.1 -0.1 0.1 0.210
C -0.9323 -2.2437 -4.9322 -0.2 -0.1 -0.1 0.701
C -2.4570 -2.3381 -4.8669 0.1 0.1 -0.1 1.296
C -2.9984 -3.7018 -5.3002 0.0 0.0 0.0 -1.774
C -3.0757 -1.2026 -5.6903 0.0 0.0 0.1 -1.442
C -0.2017 -1.7116 -3.7895 0.3 0.1 0.0 -0.070
N -0.7171 -1.6353 -2.6138 0.1 -0.1 0.0 1.184
C -1.3721 -2.4809 -1.8516 0.1 0.0 0.0 -0.936
C -2.2990 -2.3051 -0.8283 0.0 0.1 0.1 1.776
C -2.9131 -3.5429 -0.4203 0.1 0.0 -0.1 -1.076
C -4.1057 -3.5774 0.2099 -0.2 0.0 0.1 -1.310
C -4.7788 -2.3458 0.4389 0.1 0.0 -0.1 -0.856
C -4.1934 -1.1486 0.1652 0.0 0.0 0.1 -1.130
C -2.8423 -1.0612 -0.3138 -0.1 0.2 0.0 1.414
N -2.1324 0.0702 -0.2385 -0.3 -0.3 -0.3 0.930
C -2.8666 1.2749 0.1023 -0.1 0.0 0.0 -0.903
C -3.4834 2.0247 -0.9253 0.1 -0.1 0.1 0.521
C -4.1255 3.2113 -0.5918 0.0 0.0 0.0 -0.374
C -4.1861 3.6576 0.7164 0.0 0.0 0.0 -1.458
C -3.6397 2.8848 1.7203 0.0 0.1 0.1 -0.155
C -2.9968 1.6797 1.4466 0.1 -0.1 -0.1 0.761
C -2.5779 0.8214 2.6367 -0.1 0.2 0.0 1.998
C -1.6988 1.5936 3.6234 0.0 -0.1 -0.1 -1.869
C -3.8050 0.2916 3.3936 0.1 0.0 0.0 -1.777
C -3.5667 1.5509 -2.3689 -0.1 0.1 0.0 3.160
C -3.4788 2.7118 -3.3674 0.1 -0.1 0.0 -1.912
C -4.8839 0.7970 -2.6219 0.1 0.0 0.0 -1.400
H 5.1285 -0.1966 -4.6512 0.0 0.0 0.0 0.477
H 3.4522 0.1922 -5.0212 0.1 -0.1 0.0 0.008
H 4.2938 -1.0617 -5.9399 0.0 0.0 0.0 0.308
H 3.6566 -1.1559 -2.9560 0.0 0.0 0.1 0.150
H 5.0531 -3.1840 -4.7616 0.0 0.0 0.1 0.351
H 4.5668 -3.5134 -3.0834 0.0 0.0 0.0 0.153
H 5.7412 -2.2509 -3.4383 0.0 0.0 0.0 0.546
H 3.1508 -2.9160 -6.1293 -0.1 -0.1 0.0 0.751
H 1.2790 -3.0217 -7.4515 0.0 0.0 0.0 0.388
H -0.9513 -2.9151 -6.8763 0.0 0.0 0.0 0.440
H -2.7621 -2.1814 -3.8343 0.0 0.0 0.1 -0.508
H -2.8359 -3.8817 -6.3657 0.0 0.0 0.0 0.341
H -4.0744 -3.7486 -5.1201 0.1 0.0 0.0 0.503
H -2.5219 -4.5105 -4.7416 0.0 0.0 0.0 0.314
H -2.8092 -1.2975 -6.7471 0.0 0.0 0.1 0.345
H -2.7238 -0.2295 -5.3347 0.0 0.0 0.0 0.288
H -4.1656 -1.2222 -5.6101 0.1 0.0 0.0 0.433
H -1.1025 -3.5270 -2.0148 0.0 0.0 -0.1 -0.930
H -2.4148 -4.4674 -0.6971 0.0 0.1 0.0 0.550
H -4.5642 -4.5155 0.4920 0.0 0.0 0.0 0.487
H -5.7788 -2.3596 0.8579 0.0 0.0 0.0 0.469
H -4.7169 -0.2272 0.3689 0.0 0.0 0.1 0.950
H -4.6009 3.7935 -1.3728 0.0 0.0 0.1 0.357
H -4.6845 4.5895 0.9537 0.0 0.0 0.0 0.436
H -3.7443 3.2073 2.7504 0.0 0.0 -0.1 0.400
H -2.0151 -0.0400 2.2817 0.0 -0.1 0.0 -0.837
H -2.2231 2.4610 4.0300 0.0 0.0 0.0 0.553
H -0.7877 1.9405 3.1395 -0.3 0.0 0.1 -0.584
H -1.4135 0.9501 4.4576 0.0 0.0 0.0 0.477
H -4.4060 1.1223 3.7723 0.0 0.0 0.0 0.444
H -3.4822 -0.3141 4.2451 0.0 0.0 -0.1 0.347
H -4.4370 -0.3287 2.7620 0.0 0.0 0.0 0.280
H -2.7442 0.8607 -2.5447 0.2 -0.1 -0.1 -1.945
H -4.4328 3.2412 -3.4350 0.1 0.0 0.0 0.588
H -3.2504 2.3325 -4.3668 0.0 0.0 0.0 0.320
H -2.7076 3.4291 -3.0876 0.0 0.0 0.0 0.433
H -5.7346 1.4035 -2.2989 0.0 0.0 0.0 0.316
H -4.9232 -0.1529 -2.0900 0.0 0.0 0.0 0.199
H -4.9990 0.5910 -3.6905 0.0 0.0 0.1 0.522